## A
59
Properties=species:S:1:pos:R:3 method="wB97M-V/def2-TZVPD" mol_weight_g_mol=1067.42 e_homo_ev="-4.0 / -3.9" multiplicity=2 charge=-1
Re 0.0988 -0.7185 0.4254
C 4.6107 1.9818 -2.8446
C 4.8182 1.7061 -1.3620
N 4.1971 0.4763 -0.9041
C 2.8586 0.3138 -0.7983
S 2.2896 -1.1934 -0.2078
N 2.0538 1.2379 -1.1985
N 0.7429 0.9090 -0.8963
C -0.1121 1.5156 -1.6515
C 0.2657 2.3873 -2.7938
C -1.4726 1.1561 -1.3666
C -2.5987 1.8180 -1.8333
C -3.8436 1.3016 -1.5409
C -3.9224 0.1234 -0.8106
C -2.7602 -0.4624 -0.3531
N -1.5522 0.0668 -0.6048
H 5.1306 2.8989 -3.1268
H 5.0020 1.1618 -3.4476
H 3.5530 2.0982 -3.0654
H 5.8846 1.6062 -1.1546
H 4.4400 2.5410 -0.7649
H 4.7669 -0.2558 -0.5226
H 1.1593 1.9763 -3.2561
H -0.5342 2.4131 -3.5304
H 0.4921 3.4048 -2.4675
H -2.4814 2.7255 -2.4069
H -4.7387 1.8021 -1.8852
H -4.8694 -0.3429 -0.5813
H -2.7750 -1.3715 0.2277
Br -2.1549 -4.9969 -5.4347
C -1.6561 -4.1720 -3.7993
C -1.9138 -4.8125 -2.5975
Br -2.7610 -6.5057 -2.5394
C -1.5325 -4.1713 -1.4122
Br -1.8723 -4.9505 0.2829
C -0.9031 -2.9387 -1.4086
O -0.5711 -2.4069 -0.2169
C -0.6197 -2.2388 -2.6400
O -0.0672 -1.1074 -2.6593
C -1.0373 -2.9290 -3.8156
Br -0.7060 -1.9893 -5.4265
O -0.8496 -2.6219 3.7694
S -0.4396 -1.4619 3.0554
O -1.3773 -0.9619 1.9943
O 0.8401 -1.5972 2.2971
C -0.2945 -0.1548 4.2588
C -0.2872 -0.5813 5.5797
C -0.2326 0.3396 6.6163
C -0.1901 1.6902 6.3317
C -0.1941 2.1220 5.0123
C -0.2511 1.2148 3.9670
S -0.2353 1.9219 2.3181
O 0.3546 3.2263 2.4470
O -1.5842 1.8804 1.8130
O 0.6813 0.9833 1.6014
H -0.3364 -1.6403 5.7840
H -0.2279 -0.0069 7.6413
H -0.1498 2.4165 7.1334
H -0.1350 3.1734 4.7691



## B
59
Properties=species:S:1:pos:R:3 method="wB97M-V/def2-TZVPD" mol_weight_g_mol=1067.42 e_homo_ev="-4.5 / -4.5" multiplicity=2 charge=-1
Re 0.0236 -0.2513 -0.0634
C 4.4205 -3.2609 3.1438
C 2.9165 -3.4599 3.0132
N 2.4514 -3.5258 1.6397
C 2.1525 -2.4308 0.8965
S 1.4011 -2.5833 -0.6296
N 2.5036 -1.2729 1.4244
N 1.9110 -0.2590 0.7124
C 2.5998 0.8580 0.6865
C 3.9804 0.9605 1.2326
C 1.9437 1.9293 0.0153
C 2.4847 3.2034 -0.2218
C 1.7578 4.1265 -0.9238
C 0.4769 3.7897 -1.3888
C -0.0096 2.5402 -1.1244
N 0.7115 1.6186 -0.4404
H 4.7350 -3.3580 4.1865
H 4.9657 -3.9992 2.5512
H 4.6954 -2.2666 2.7894
H 2.6120 -4.3914 3.4941
H 2.3818 -2.6450 3.5004
H 2.1743 -4.4066 1.2437
H 4.5057 0.0227 1.0642
H 4.5312 1.7645 0.7474
H 3.9721 1.1406 2.3113
H 3.4744 3.4342 0.1416
H 2.1716 5.1075 -1.1204
H -0.1296 4.4918 -1.9428
H -0.9871 2.2109 -1.4527
Br 2.9305 -0.1821 -7.2563
C 2.0736 -0.3061 -5.5756
C 0.7180 -0.7687 -5.5063
Br -0.1799 -1.2751 -7.0882
C 0.0743 -0.8394 -4.2972
Br -1.7152 -1.4151 -4.1486
C 0.7239 -0.4768 -3.0767
O 0.0474 -0.5793 -1.9981
C 2.1072 -0.0159 -3.1176
O 2.7073 0.3490 -2.1048
C 2.7282 0.0556 -4.4396
Br 4.4878 0.7278 -4.4405
O -0.8935 -0.0531 4.2690
S -0.9543 -0.7612 3.0235
O -0.2564 -2.0084 2.9451
O -0.5860 0.1868 1.8844
C -2.7002 -1.1198 2.7487
C -3.4710 -1.1162 3.9035
C -4.8217 -1.4332 3.8594
C -5.4254 -1.7486 2.6584
C -4.6774 -1.7511 1.4906
C -3.3263 -1.4413 1.5228
S -2.4918 -1.4871 -0.0404
O -3.3084 -2.2096 -0.9559
O -1.1579 -2.0678 0.2551
O -2.1676 -0.0624 -0.4004
H -2.9917 -0.8530 4.8358
H -5.3998 -1.4309 4.7753
H -6.4784 -1.9976 2.6242
H -5.1277 -2.0023 0.5408



Energies, relative to the best one, in kJ/mol: A 0.0; B 58.4.



## A
7
Properties=species:S:1:pos:R:3 method="wB97M-V/def2-TZVPD" mol_weight_g_mol=66.06 e_homo_ev=-10.7 charge=0
C -0.9103 -0.2183 1.8826
C -0.1905 -0.3297 0.8176
C -0.0533 0.4319 -0.5215
N 0.8072 -1.1590 0.2293
N 0.9313 -0.5779 -0.8708
H -0.9541 0.4282 -1.1310
H 0.3698 1.4248 -0.4063



## B
7
Properties=species:S:1:pos:R:3 method="wB97M-V/def2-TZVPD" mol_weight_g_mol=66.06 smiles=N#CCC#N e_homo_ev=-11.9 charge=0
N 2.0191 -1.1196 -0.0719
C 1.1637 -0.3058 0.0474
C -0.0284 0.4647 -0.0469
C -1.2388 -0.2711 -0.1523
N -2.1055 -1.0961 0.0081
H -0.0920 0.9794 0.9677
H 0.2819 1.3485 -0.7520



Energies, relative to the best one, in kJ/mol: A 470.7; B 0.0.



## A
111
Properties=species:S:1:pos:R:3 method="wB97M-V/def2-TZVPD" mol_weight_g_mol=738.84 e_homo_ev="-10.6 / -10.6" multiplicity=6 charge=+1
Mn -15.2965 6.3014 23.4195
C -12.2014 9.5700 24.1300
F -12.3055 10.6788 24.8044
F -11.0769 9.5079 23.4233
F -12.2351 8.4778 24.9048
S -13.6317 9.4517 22.9090
O -14.6030 10.4089 23.3786
O -13.1527 9.7245 21.5793
O -14.0818 8.0455 23.0391
C -12.4788 11.9655 19.1245
C -11.3838 12.2911 20.1443
C -9.9780 12.2110 19.5731
O -8.9900 12.5286 20.5387
C -8.7037 11.4600 21.4295
N -11.7123 13.5019 20.9069
H -12.5292 12.6802 18.3002
H -13.4072 12.0081 19.6934
H -12.4109 10.9675 18.6962
H -11.4609 11.4436 20.8411
H -9.8669 12.8920 18.7291
H -9.7544 11.1874 19.2501
H -9.6668 11.2031 21.8918
H -8.0588 11.6972 22.2714
H -8.3096 10.6268 20.8408
H -11.0154 13.5707 21.6480
H -12.5612 13.3086 21.4340
C -12.2353 8.7632 29.8554
C -11.7570 8.7801 28.3937
C -10.4258 9.5455 28.2971
O -10.3617 10.9109 28.6206
C -11.3073 11.7633 27.9834
N -11.5272 7.3657 28.0622
H -12.9204 7.9179 29.9741
H -12.7409 9.6677 30.1878
H -11.4443 8.5216 30.5699
H -12.5252 9.2491 27.7754
H -9.9274 9.4059 27.3236
H -9.7519 9.0302 28.9884
H -10.9710 12.7515 28.3040
H -12.2851 11.5814 28.4376
H -11.1500 11.6855 26.9035
H -10.9532 7.2951 27.2248
H -10.9591 7.0087 28.8253
C -15.2138 4.9384 19.3590
C -15.0854 5.1492 20.8484
C -13.6344 5.0243 21.3429
O -13.4744 5.3190 22.7789
C -12.1156 5.7407 23.0038
N -15.7233 6.4092 21.3276
H -16.0844 5.4670 18.9625
H -15.3441 3.9218 18.9905
H -14.3391 5.3425 18.8352
H -15.5986 4.2542 21.2365
H -12.9825 5.6834 20.7674
H -13.3728 3.9665 21.3080
H -12.0024 6.0087 24.0517
H -11.8214 6.5873 22.3873
H -11.4927 4.8626 22.8273
H -16.5702 6.4688 20.7641
H -15.1045 7.0969 20.8630
C -13.5073 8.6690 16.7935
C -13.1608 7.9360 18.0864
C -11.7005 7.9231 18.5701
O -10.8766 6.9524 17.9739
C -11.0286 5.6909 18.5555
N -14.0766 8.3037 19.2012
H -13.0269 8.1308 15.9673
H -13.0478 9.6511 16.6591
H -14.5700 8.6476 16.5652
H -13.4287 6.8949 17.8542
H -11.6481 7.9090 19.6651
H -11.2695 8.8923 18.2964
H -10.4189 4.9719 18.0126
H -12.0451 5.2905 18.6415
H -10.6417 5.6410 19.5853
H -14.4608 9.2118 18.9351
H -13.5542 8.5669 20.0382
C -15.0795 5.5337 27.7966
C -15.4567 6.3613 26.5412
C -15.4869 7.8143 26.9539
O -15.9927 8.5330 25.8406
C -16.1450 9.9004 26.1226
N -14.4283 6.1835 25.4930
H -14.0302 5.7019 28.0608
H -15.3193 4.4719 27.7550
H -15.6069 5.9053 28.6798
H -16.4100 5.9010 26.2729
H -14.5064 8.1732 27.2931
H -16.1552 7.9771 27.8073
H -15.3410 10.3279 26.7314
H -17.1258 10.1633 26.5318
H -16.0890 10.5152 25.2216
H -14.0267 5.2564 25.6262
H -13.6706 6.8422 25.6625
C -18.6088 9.5876 20.7270
C -17.1880 9.7753 21.2896
C -16.6108 11.1324 20.9378
O -16.7240 11.3763 19.5500
C -16.2311 12.6385 19.2009
N -17.1819 9.5214 22.7449
H -19.2416 9.0453 21.4286
H -18.4887 9.0328 19.7990
H -19.0893 10.5583 20.6011
H -16.5254 9.0027 20.8794
H -15.5525 11.2185 21.2112
H -17.1369 11.8981 21.5346
H -15.2188 12.9688 19.4621
H -16.9150 13.4228 19.5528
H -16.1829 12.6632 18.1075
H -16.2354 9.6914 23.0748
H -17.8246 10.1734 23.1853



## B
111
Properties=species:S:1:pos:R:3 method="wB97M-V/def2-TZVPD" mol_weight_g_mol=738.84 e_homo_ev="-11.1 / -11.1" multiplicity=6 charge=+1
Mn -1.0265 -14.5895 -13.6240
C 0.8943 -17.8567 -16.3689
F 1.5855 -18.9334 -16.6091
F 1.5505 -16.7745 -16.7081
F -0.2462 -17.8990 -17.0427
S 0.4442 -17.8255 -14.5181
O -0.4708 -18.9478 -14.3125
O 1.7058 -17.9578 -13.7710
O -0.1440 -16.4927 -14.3259
C -3.8928 -19.6138 -16.8126
C -4.0363 -18.2037 -16.2098
C -5.4617 -17.6267 -16.1264
O -5.3414 -16.2519 -15.7408
C -6.6007 -15.7346 -15.3737
N -3.4681 -18.2062 -14.8591
H -4.1909 -19.6687 -17.8572
H -4.3443 -20.3381 -16.1300
H -2.8325 -19.8592 -16.7210
H -3.5072 -17.5231 -16.8854
H -5.9499 -18.1010 -15.2697
H -5.9951 -17.7103 -17.0715
H -6.6695 -14.6573 -15.2417
H -6.9704 -16.3259 -14.5282
H -7.3424 -15.9073 -16.1695
H -3.7827 -19.0828 -14.4328
H -2.4711 -18.4152 -14.8098
C 5.1820 -16.0928 -12.3212
C 3.9626 -15.1921 -12.3903
C 4.3106 -13.7587 -11.9958
O 3.1122 -13.1412 -11.5107
C 3.2571 -11.8107 -11.0712
N 3.3841 -15.2829 -13.7490
H 5.9101 -15.8416 -13.0924
H 4.8790 -17.1360 -12.3905
H 5.7247 -15.9301 -11.3824
H 3.1202 -15.5417 -11.7859
H 4.7364 -13.1002 -12.7573
H 5.0446 -13.8483 -11.1872
H 4.2063 -11.3538 -11.3535
H 3.1289 -11.7762 -9.9848
H 2.4576 -11.1485 -11.4210
H 3.1424 -16.2595 -13.8940
H 4.0579 -15.0005 -14.4654
C -4.8411 -16.1261 -12.3179
C -3.5062 -15.4490 -12.4441
C -2.3809 -16.0907 -11.5765
O -1.1545 -15.3219 -11.6310
C -0.1637 -15.8948 -10.7865
N -3.0021 -15.4579 -13.8611
H -5.5724 -15.4544 -12.7726
H -5.1805 -16.2846 -11.2920
H -4.9357 -17.0899 -12.8180
H -3.5924 -14.3819 -12.2211
H -2.1920 -17.1250 -11.8682
H -2.7353 -16.0028 -10.5463
H -0.4398 -15.8661 -9.7279
H 0.7772 -15.3623 -10.8893
H -0.0374 -16.9647 -10.9703
H -3.7964 -15.1396 -14.4389
H -3.1596 -16.4244 -14.2238
C 2.3416 -12.1845 -14.7129
C 0.9825 -12.8125 -14.5528
C 0.3551 -13.2610 -15.9010
O -0.8886 -13.9105 -15.6659
C -1.4703 -14.5372 -16.7883
N 0.9280 -13.8687 -13.5138
H 2.3714 -11.4726 -15.5445
H 3.1644 -12.8493 -14.9969
H 2.7142 -11.7137 -13.8057
H 0.2921 -12.0178 -14.2407
H 1.0340 -13.9557 -16.4022
H 0.2149 -12.3217 -16.4394
H -2.4013 -15.0605 -16.5670
H -0.8825 -15.2531 -17.3664
H -1.7844 -13.7417 -17.4742
H 1.7760 -14.5007 -13.5946
H 1.1566 -13.4477 -12.6082
C 5.3307 -16.6822 -16.6696
C 6.3102 -15.6454 -16.1679
C 7.3952 -15.3031 -17.1720
O 8.1124 -16.4505 -17.5324
C 9.3880 -16.2288 -18.1124
N 5.6198 -14.4091 -15.7017
H 4.6988 -17.0921 -15.8805
H 5.8740 -17.5157 -17.1182
H 4.6878 -16.3366 -17.4869
H 6.8106 -16.0263 -15.2715
H 8.0535 -14.5352 -16.7442
H 6.9254 -14.8422 -18.0530
H 9.4074 -15.3390 -18.7547
H 9.6557 -17.1075 -18.6856
H 10.0562 -15.9471 -17.2902
H 6.2622 -13.6319 -15.8133
H 4.8336 -14.3080 -16.3403
C -1.2027 -21.9622 -11.6403
C -2.5339 -21.2550 -11.8192
C -2.7593 -20.1028 -10.8588
O -2.7105 -20.4140 -9.4848
C -3.9154 -20.9727 -9.0063
N -2.6700 -20.7090 -13.1852
H -1.0975 -22.9274 -12.1313
H -1.1173 -22.2059 -10.5715
H -0.3601 -21.2949 -11.8298
H -3.3439 -21.9769 -11.6875
H -3.7320 -19.6581 -11.1059
H -2.0486 -19.2872 -11.0178
H -3.8415 -21.1815 -7.9431
H -4.2493 -21.8483 -9.5682
H -4.7083 -20.2186 -9.1175
H -1.8541 -20.1331 -13.3819
H -2.6290 -21.4600 -13.8653



Energies, relative to the best one, in kJ/mol: A 249.4; B 0.0.